Entry 1:
Here is 2 unconnected molecules or ions with the total composition C6H15NSi in a non-equilibrium geometry from the Open Molecules 2025 dataset. Energies are from ωB97M-V/def2-TZVPD.

Last columns: bonded neighbours and bond lengths (Å).
CARTESIAN COORDINATES (ANGSTROEM)
1 C -2.065 0.879 0.228  N7 1.232, H9 1.097
2 C -4.314 0.058 -0.306  N7 1.456, H10 1.144, H11 1.183, H12 1.095
3 C 1.647 1.432 -0.921  Si8 1.924, H13 1.061, H14 1.091, H15 1.066
4 C 2.966 -0.863 1.036  Si8 1.947, H16 0.983, H17 1.105, H18 1.062
5 C 0.409 -1.432 -0.783  Si8 1.957, H19 1.130, H20 1.060, H21 0.999
6 C 0.249 0.501 1.663  Si8 1.897, H22 1.073, H23 1.046
7 N -3.016 0.105 0.350  C1 1.232, C2 1.456
8 Si 1.372 -0.074 0.246  C3 1.924, C4 1.947, C5 1.957, C6 1.897
9 H -2.228 1.919 -0.079  C1 1.097
10 H -5.014 0.904 0.012  C2 1.144
11 H -4.838 -0.973 -0.056  C2 1.183
12 H -4.020 0.171 -1.356  C2 1.095
13 H 1.389 2.318 -0.398  C3 1.061
14 H 2.659 1.713 -1.216  C3 1.091
15 H 1.020 1.126 -1.726  C3 1.066
16 H 2.842 -0.809 2.009  C4 0.983
17 H 2.915 -1.927 0.740  C4 1.105
18 H 3.891 -0.459 0.706  C4 1.062
19 H -0.452 -1.896 -0.217  C5 1.130
20 H 0.029 -0.857 -1.588  C5 1.060
21 H 1.074 -2.068 -1.173  C5 0.999
22 H -0.300 -0.221 2.235  C6 1.073
23 H -0.304 1.388 1.619  C6 1.046

## Properties
HOMO energy (alpha / beta), eV: -8.07 / -7.94
Orbital gap (alpha / beta), eV: 8.07 / 8.13
ΔE to the lowest compared entry with this formula, charge and spin, kcal per mole: 114.0
DFT total energy, eV: -15827.8476
LUMO (alpha / beta), eV: -0.01 / 0.20
Multiplicity: 1

***

Entry 2:
Here is 2 unconnected molecules or ions with the total composition C6H15NSi2 in a non-equilibrium geometry from the Open Molecules 2025 dataset. Energies are from ωB97M-V/def2-TZVPD.

Last columns: bonded neighbours and bond lengths (Å).
CARTESIAN COORDINATES (ANGSTROEM)
1 C 2.629 -0.482 -1.524  C3 1.367, H10 1.075, H11 1.117
2 C -1.948 2.484 -1.146  C4 1.371, H12 1.091, H13 1.078
3 C 1.279 -0.390 -1.332  C1 1.367, Si9 1.866, H14 0.989
4 C -1.084 1.482 -1.508  C2 1.371, Si9 1.851, H15 1.051
5 C 1.732 1.234 2.079  C6 1.572, H16 1.031, H17 1.114, H18 1.016
6 C 0.272 1.131 1.505  C5 1.572, Si9 1.905, H19 1.124, H20 1.229
7 N -1.398 -1.646 -1.327  Si8 1.654, H21 1.041
8 Si -1.202 -2.804 -0.162  N7 1.654, H22 1.452, H23 1.404, H24 1.605
9 Si 0.176 0.759 -0.360  C3 1.866, C4 1.851, C6 1.905
10 H 3.055 -1.224 -2.174  C1 1.075
11 H 3.496 0.057 -1.070  C1 1.117
12 H -2.761 2.778 -1.812  C2 1.091
13 H -2.050 2.740 -0.104  C2 1.078
14 H 0.690 -1.021 -1.814  C3 0.989
15 H -1.334 0.999 -2.408  C4 1.051
16 H 1.787 1.354 3.102  C5 1.031
17 H 2.208 0.278 1.763  C5 1.114
18 H 2.255 1.969 1.611  C5 1.016
19 H -0.439 1.966 1.751  C6 1.124
20 H -0.152 0.088 1.996  C6 1.229
21 H -2.294 -1.138 -1.480  N7 1.041
22 H -0.606 -2.525 1.132  Si8 1.452
23 H -2.308 -3.664 -0.066  Si8 1.404
24 H -0.136 -3.877 -0.699  Si8 1.605

## Properties
HOMO energy (alpha / beta), eV: -7.50 / -7.51
Orbital gap (alpha / beta), eV: 6.30 / 6.30
ΔE to the lowest compared entry with this formula, charge and spin, kcal per mole: 99.7
DFT total energy, eV: -23705.0280
LUMO (alpha / beta), eV: -1.21 / -1.21
Multiplicity: 1

***

Entry 3:
Here is 2 unconnected molecules or ions with the total composition C6H15O3 in a non-equilibrium geometry from the Open Molecules 2025 dataset. Energies are from ωB97M-V/def2-TZVPD.

Last columns: bonded neighbours and bond lengths (Å).
CARTESIAN COORDINATES (ANGSTROEM)
1 C -0.020 2.424 -1.311  O2 1.413, H3 1.102, H4 1.095, H5 1.101
2 O -1.138 2.165 -0.486  C1 1.413, C6 1.369
3 H -0.161 1.973 -2.307  C1 1.102
4 H 0.066 3.511 -1.415  C1 1.095
5 H 0.903 2.022 -0.866  C1 1.101
6 C -1.420 0.840 -0.294  O2 1.369, H7 1.102, H8 1.099, O9 1.735
7 H -1.351 0.246 -1.220  C6 1.102
8 H -2.430 0.743 0.130  C6 1.099
9 O -0.400 0.138 0.920  C6 1.735, C10 1.414
10 C -0.537 -1.263 1.054  O9 1.414, C11 1.518, H14 1.102, H15 1.102
11 C 0.381 -2.106 0.187  C10 1.518, O12 1.410, H16 1.103, H17 1.101
12 O 0.055 -2.041 -1.183  C11 1.410, C13 1.407
13 C 1.003 -1.387 -1.991  O12 1.407, H18 1.104, H19 1.102, H20 1.097
14 H -1.587 -1.537 0.860  C10 1.102
15 H -0.379 -1.570 2.101  C10 1.102
16 H 1.431 -1.807 0.347  C11 1.103
17 H 0.284 -3.154 0.511  C11 1.101
18 H 1.947 -1.959 -2.035  C13 1.104
19 H 1.228 -0.375 -1.618  C13 1.102
20 H 0.584 -1.314 -3.001  C13 1.097
21 C 0.337 1.038 2.777  H22 1.091, H23 1.094, H24 1.094
22 H 0.266 2.084 2.471  C21 1.091
23 H 1.352 0.646 2.882  C21 1.094
24 H -0.414 0.682 3.488  C21 1.094

## Properties
HOMO energy (alpha / beta), eV: -6.74 / -9.35
Orbital gap (alpha / beta), eV: 7.63 / 10.23
ΔE to the lowest compared entry with this formula, charge and spin, kcal per mole: 44.4
DFT total energy, eV: -12602.5617
LUMO (alpha / beta), eV: 0.89 / 0.88
<S²>: 0.75
Multiplicity: 2

***

Entry 4:
Here is 2 unconnected molecules or ions with the total composition C6H15P in a non-equilibrium geometry from the Open Molecules 2025 dataset. Energies are from ωB97M-V/def2-TZVPD.

Last columns: bonded neighbours and bond lengths (Å).
CARTESIAN COORDINATES (ANGSTROEM)
1 C -1.807 0.109 -0.223  C5 1.451, H8 1.081, H9 1.140, H10 1.120
2 C -1.344 -2.070 -1.346  C5 1.605, H11 1.039, H12 1.054, H13 1.071
3 C 1.342 1.729 1.924  C6 1.493, H14 1.161, H15 1.140, H16 1.222
4 C 0.310 -1.069 0.391  C5 1.482, H17 1.086, H18 1.156
5 C -0.729 -0.775 -0.624  C1 1.451, C2 1.605, C4 1.482, H19 1.127
6 C 1.916 1.019 0.743  C3 1.493, P7 1.792, H20 1.045
7 P 2.008 1.811 -0.861  C6 1.792, H21 1.360, H22 1.442
8 H -2.272 0.680 -1.015  C1 1.081
9 H -2.591 -0.617 0.173  C1 1.140
10 H -1.415 0.687 0.652  C1 1.120
11 H -0.630 -2.521 -1.952  C2 1.039
12 H -2.313 -1.939 -1.739  C2 1.054
13 H -1.637 -2.759 -0.580  C2 1.071
14 H 1.227 0.941 2.769  C3 1.161
15 H 0.269 2.004 1.653  C3 1.140
16 H 2.080 2.565 2.424  C3 1.222
17 H 1.253 -1.594 0.272  C4 1.086
18 H -0.083 -1.258 1.463  C4 1.156
19 H -0.100 -0.260 -1.405  C5 1.127
20 H 2.750 0.517 1.127  C6 1.045
21 H 1.267 2.876 -0.451  P7 1.360
22 H 0.796 1.249 -1.402  P7 1.442

## Properties
HOMO energy (alpha / beta), eV: -6.77 / -9.71
Orbital gap (alpha / beta), eV: 7.86 / 8.82
ΔE to the lowest compared entry with this formula, charge and spin, kcal per mole: 8.4
DFT total energy, eV: -15747.8718
LUMO (alpha / beta), eV: 1.09 / -0.88
<S²>: 2.01
Multiplicity: 3

***

Entry 5:
Here is a single C6H15PS molecule in a non-equilibrium geometry from the Open Molecules 2025 dataset. Energies are from ωB97M-V/def2-TZVPD.

Last columns: bonded neighbours and bond lengths (Å).
CARTESIAN COORDINATES (ANGSTROEM)
1 C -2.777 0.940 0.914  C5 1.614, H9 1.130, H10 1.104, H11 1.045
2 C -0.760 0.721 -1.973  C6 1.600, H12 1.183, H13 1.103, H14 1.141
3 C 2.350 -1.364 -1.000  P7 1.862, H15 1.132, H16 1.183, H17 1.134
4 C 1.536 -1.198 1.619  P7 1.845, H18 1.099, H19 1.082, H20 1.214
5 C -1.198 1.002 0.581  C1 1.614, C6 1.510, H21 1.078, H22 1.119
6 C -0.691 0.085 -0.507  C2 1.600, C5 1.510, P7 2.264, H23 1.098
7 P 1.476 -0.146 0.105  C3 1.862, C4 1.845, C6 2.264, S8 1.936
8 S 2.411 1.547 0.022  P7 1.936
9 H -3.107 -0.137 0.815  C1 1.130
10 H -2.931 1.270 1.956  C1 1.104
11 H -3.250 1.622 0.279  C1 1.045
12 H 0.228 0.899 -2.597  C2 1.183
13 H -1.245 -0.114 -2.507  C2 1.103
14 H -1.369 1.678 -1.848  C2 1.141
15 H 3.420 -1.490 -0.650  C3 1.132
16 H 1.652 -2.306 -0.848  C3 1.183
17 H 2.153 -0.977 -2.047  C3 1.134
18 H 1.027 -2.172 1.596  C4 1.099
19 H 2.606 -1.153 1.775  C4 1.082
20 H 1.167 -0.541 2.571  C4 1.214
21 H -0.818 0.724 1.551  C5 1.078
22 H -0.762 2.032 0.584  C5 1.119
23 H -1.117 -0.921 -0.393  C6 1.098

## Properties
Structure (SMILES): CC[C@@H](C)P(C)(C)=S
HOMO energy, eV: -8.17
Orbital gap, eV: 8.87
ΔE to the lowest compared entry with this formula, charge and spin, kcal per mole: 30.0
DFT total energy, eV: -26587.8825
LUMO, eV: 0.70
Multiplicity: 1

***

Entry 6:
Here is 2 unconnected molecules or ions with the total composition C6H16 in a non-equilibrium geometry from the Open Molecules 2025 dataset. Energies are from ωB97M-V/def2-TZVPD.

Last columns: bonded neighbours and bond lengths (Å).
CARTESIAN COORDINATES (ANGSTROEM)
1 C 2.247 0.059 -0.141  C2 1.524, H3 1.074, H4 1.087, H5 1.102
2 C 3.319 0.671 0.753  C1 1.524, H6 1.083, H7 1.103, H8 1.100
3 H 1.254 0.111 0.263  C1 1.074
4 H 2.117 0.524 -1.114  C1 1.087
5 H 2.527 -0.988 -0.342  C1 1.102
6 H 4.155 0.006 0.936  C2 1.083
7 H 3.799 1.567 0.326  C2 1.103
8 H 2.988 0.825 1.790  C2 1.100
9 C -1.110 -0.377 -0.220  C10 1.560, C11 1.529, C12 1.523, H13 1.082
10 C -1.165 0.003 1.292  C9 1.560, H14 1.086, H15 1.090, H22 1.081
11 C -2.383 -1.174 -0.510  C9 1.529, H16 1.097, H17 1.089, H18 1.129
12 C -1.101 0.784 -1.206  C9 1.523, H19 1.098, H20 1.088, H21 1.082
13 H -0.347 -1.108 -0.454  C9 1.082
14 H -2.009 0.654 1.502  C10 1.086
15 H -0.346 0.474 1.836  C10 1.090
16 H -2.764 -1.832 0.281  C11 1.097
17 H -3.194 -0.498 -0.775  C11 1.089
18 H -2.320 -1.800 -1.447  C11 1.129
19 H -0.099 1.221 -1.306  C12 1.098
20 H -1.323 0.432 -2.212  C12 1.088
21 H -1.925 1.429 -0.931  C12 1.082
22 H -1.313 -0.938 1.803  C10 1.081

## Properties
Structure (SMILES): CC(C)C.CC
HOMO energy, eV: -11.26
Orbital gap, eV: 12.35
ΔE to the lowest compared entry with this formula, charge and spin, kcal per mole: 17.7
DFT total energy, eV: -6480.8884
LUMO, eV: 1.09
Multiplicity: 1